Record 1
# C25H55ClN3O5

3 unconnected molecules or ions with the total composition C25H55ClN3O5 at a distorted geometry (ωB97M-V/def2-TZVPD, the Open Molecules 2025 dataset).

Properties
multiplicity	2
E_tot	-54042.6787	eV
Kohn-Sham gap (spin up / spin down)	8.56 / 9.28	eV
net charge	0

Positions of all 89 atoms, in Å:
C1 2.833 1.236 5.389
H1 2.743 4.314 -1.650
H2 1.743 3.720 3.925
H3 3.081 1.794 4.482
N1 0.319 3.326 5.465
H4 3.166 3.812 5.559
H5 1.710 3.507 0.030
C2 0.969 2.871 -0.434
H6 2.389 -1.951 0.247
H7 -1.635 1.109 3.005
H8 0.259 2.319 5.415
H9 -0.567 0.746 4.384
C3 1.217 3.690 6.560
C4 2.395 1.595 -2.095
H10 -1.180 3.262 3.205
H11 4.058 -0.047 -0.051
Cl1 2.500 1.227 -4.748
H12 0.426 -0.837 -2.653
H13 -2.219 -3.820 1.324
H14 3.485 0.364 5.444
N2 -3.401 -4.638 -0.181
H15 5.124 -1.411 -0.492
H16 -1.398 -3.143 -3.739
C5 1.976 4.041 -2.368
H17 0.469 4.929 4.136
O1 0.092 3.097 -3.894
C6 4.422 -0.672 -0.860
H18 1.250 4.845 -2.393
C7 -5.232 -5.679 -2.872
H19 -1.406 -4.940 0.246
H20 -6.007 -6.339 -2.473
H21 -4.177 -2.740 -0.775
H22 -2.132 -2.065 -0.528
C8 -5.674 -4.209 -1.037
C9 -0.101 3.191 3.037
C10 -2.116 -4.110 0.272
C11 2.985 -0.739 -2.999
H23 -4.808 -3.402 0.739
H24 -2.016 0.401 -1.473
H25 -2.315 1.878 -3.526
C12 0.678 3.855 4.156
H26 -5.305 -5.670 -3.958
O2 0.304 1.843 2.830
C13 -1.476 -2.943 -0.475
H27 -2.107 0.140 -3.603
H28 0.842 3.188 7.455
C14 3.259 -1.358 -1.609
H29 -0.042 3.242 -0.310
C15 1.333 2.720 -1.926
O3 -0.960 -3.243 -1.757
C16 0.608 0.086 -3.189
H30 1.005 1.905 0.062
C17 -0.609 0.868 3.297
H31 -1.243 1.127 -4.752
H32 -6.024 -5.153 -0.608
H33 1.337 -2.251 -1.113
H34 1.114 4.765 6.739
H35 3.946 -0.516 -3.445
C18 -4.482 -3.666 -0.272
C19 -0.433 1.145 -2.732
N3 0.117 2.513 -2.751
H36 -0.607 -2.636 0.113
H37 2.461 3.947 -3.331
H38 -0.329 -0.083 2.845
H39 -0.455 0.007 -0.839
C20 -1.915 -3.328 -2.797
H40 0.410 -0.134 -4.229
H41 1.804 0.872 5.324
H42 3.190 3.849 7.310
H43 3.322 2.058 -2.407
H44 1.525 -0.623 -0.485
H45 -4.249 -6.083 -2.605
C21 -1.596 1.091 -3.732
H46 -3.272 -5.082 -1.079
H47 2.599 1.176 -1.122
C22 -1.012 0.787 -1.341
H48 3.609 -2.364 -1.823
H49 -2.708 -2.583 -2.686
C23 2.086 0.500 -3.110
H50 -2.357 -4.326 -2.856
O4 -5.405 -4.349 -2.425
H51 2.518 -1.506 -3.613
H52 4.970 -0.039 -1.551
H53 -6.486 -3.482 -0.949
H54 -1.118 1.643 -0.690
C24 2.055 -1.543 -0.704
O5 3.042 2.004 6.556
C25 2.707 3.373 6.454
H55 0.127 3.727 2.112

Mulliken population analysis, charges in e, atoms 1 to 8: -0.4641 0.5156 0.1316 0.2716 -0.2967 0.3415 0.4804 -2.6477

Record 2
# C3H10S2

2 unconnected molecules or ions with the total composition C3H10S2 at a distorted geometry (ωB97M-V/def2-TZVPD, the Open Molecules 2025 dataset).

Properties
multiplicity	2
E_tot	-24941.4538	eV
Kohn-Sham gap (spin up / spin down)	2.33 / 9.13	eV
ΔE to the lowest compared entry with this formula, charge and spin	221.6	kJ/mol
net charge	-1

Positions of all 15 atoms, in Å:
H1 -0.398 -3.814 -2.370
H2 -1.514 2.901 0.329
H3 0.352 1.323 -0.197
H4 2.119 0.290 1.217
H5 1.419 -2.280 -0.813
C1 -1.051 2.213 1.262
H6 -0.289 -1.838 -0.722
H7 -0.587 2.920 1.957
C2 0.574 -1.805 -1.394
H8 -2.012 1.769 1.803
S1 0.277 -2.800 -2.890
S2 1.175 0.651 2.018
H9 -0.765 0.119 0.586
C3 -0.173 1.040 0.780
H10 0.874 -0.688 -1.566

Mulliken population analysis, charges in e, atoms 1 to 8: 0.1019 0.3058 0.4969 0.2204 0.2869 -1.0765 0.2866 0.4042

Record 3
# C4H9NOS

C4H9NOS in the gas phase at a distorted geometry (ωB97M-V/def2-TZVPD, the Open Molecules 2025 dataset).

Properties
multiplicity	1
structure (SMILES)	CN[C@H](C=O)CS
E_tot	-18665.8775	eV
Kohn-Sham gap	9.80	eV
ΔE to the lowest compared entry with this formula, charge and spin	159.1	kJ/mol
net charge	0

Positions of all 16 atoms, in Å:
H1 -0.733 1.393 -1.526
H2 -0.353 3.425 0.460
H3 -1.732 -0.243 0.102
O1 1.596 -0.762 -1.616
H4 -0.650 -1.203 -0.930
S1 -0.514 -1.784 1.383
N1 -0.183 1.694 -0.732
H5 0.487 0.809 0.981
C1 1.596 0.045 -0.724
C2 -0.721 -0.617 -0.022
H6 -1.367 2.062 0.988
H7 0.117 -2.746 0.699
C3 0.321 0.503 -0.048
H8 2.525 0.546 -0.406
C4 -0.963 2.587 0.125
H9 -1.775 3.042 -0.444

Mulliken population analysis, charges in e, atoms 1 to 8: 0.2803 0.2706 0.3510 -0.4638 0.4039 -0.2172 -0.4273 0.4383

Record 4
# C7H38O13

14 unconnected molecules or ions with the total composition C7H38O13 at a distorted geometry (ωB97M-V/def2-TZVPD, the Open Molecules 2025 dataset).

Properties
multiplicity	1
E_tot	-34491.4317	eV
Kohn-Sham gap	8.98	eV
ΔE to the lowest compared entry with this formula, charge and spin	340.1	kJ/mol
net charge	0

Positions of all 58 atoms, in Å:
C1 0.120 0.501 -0.600
H1 1.835 -3.240 0.861
H2 -1.649 -1.152 1.681
H3 1.036 0.539 -0.032
O1 -0.974 1.368 3.668
C2 0.875 -0.941 -2.329
C3 -0.190 -0.106 -1.743
H4 -0.473 0.577 3.437
O2 -3.480 2.365 0.672
H5 0.827 4.267 1.006
O3 -2.419 -1.454 1.173
H6 1.608 -2.769 -3.095
H7 0.608 -2.529 2.549
C4 0.497 3.221 1.002
H8 0.237 2.838 1.987
C5 0.749 -2.133 -2.897
H9 0.287 -4.217 -1.264
H10 -3.207 1.068 -1.989
H11 -2.372 -2.397 1.372
H12 -3.788 -0.089 -2.834
C6 -0.536 2.898 -0.085
H13 4.001 1.563 0.894
H14 -1.195 -0.021 -2.145
H15 1.877 -0.566 -2.143
H16 -1.007 2.888 -2.965
H17 -4.206 1.914 0.243
O4 -3.288 0.726 -2.861
H18 -1.980 1.985 -3.958
H19 -3.314 2.212 1.602
H20 0.297 -3.568 1.063
H21 2.868 2.053 -2.291
O5 2.987 2.084 -1.342
H22 1.444 2.750 0.733
O6 0.053 -1.887 3.082
O7 -4.024 -0.900 -0.909
H23 2.788 1.012 0.266
H24 4.248 -0.279 2.072
H25 -0.741 1.360 1.197
H26 3.862 -2.602 0.887
O8 -1.288 2.637 -3.842
H27 3.263 -1.364 2.200
H28 0.101 -2.104 4.015
H29 -1.322 3.619 0.134
O9 3.135 -2.555 0.236
O10 4.197 -1.211 2.359
H30 3.321 -3.327 -0.307
H31 -1.852 1.043 -0.130
H32 -0.436 1.999 4.150
H33 -4.797 -0.645 -0.411
O11 3.335 0.884 1.064
O12 -0.310 -4.372 -0.525
H34 2.765 2.938 -0.964
H35 -0.127 -2.640 -3.293
H36 -1.160 -4.048 -0.848
H37 -0.132 3.035 -1.092
C7 -0.867 1.409 0.110
O13 1.169 -3.614 1.500
H38 -3.257 -1.024 -0.321

Mulliken population analysis, charges in e, atoms 1 to 8: 0.4071 0.4130 0.2336 0.0164 -0.6419 -0.1777 -0.2515 0.2898